Computed, not measured: a single C5H9NOS molecule in a non-equilibrium geometry, with ωB97M-V/def2-TZVPD.

Results
Charge   0
HOMO   -8.66 eV
Multiplicity   1
Relative energy (zero: lowest compared OMol25 entry of this formula, charge and spin)   34.9 kcal per mole
SMILES   N[C@@H]1CS[C@@H]2C[C@]12O
Frontier orbital gap   9.38 eV
E   -19702.788 eV

Element x y z (Å)
C -0.116 0.927 -0.413
C -1.459 0.434 -0.998
C -0.167 -1.561 0.036
C 0.707 -1.033 1.149
C 0.708 -0.370 -0.196
H -0.985 1.304 1.362
H 0.502 1.948 1.265
H 0.393 1.548 -1.162
H -2.219 1.208 -0.884
H -1.344 0.171 -2.054
H 0.071 -2.508 -0.439
H 0.220 -0.531 2.021
H 1.596 -1.649 1.384
H 2.560 -0.040 -0.715
N -0.380 1.777 0.732
O 1.802 -0.563 -1.047
S -1.889 -1.063 -0.041

***

Computed, not measured: a molecular structure, C10H9N2O5W in a non-equilibrium geometry, with ωB97M-V/def2-TZVPD.

Results
Charge   +3
HOMO (spin up / spin down)   -20.94 / -20.94 eV
Multiplicity   3
Relative energy (zero: lowest compared OMol25 entry of this formula, charge and spin)   30.4 kcal per mole
Frontier orbital gap (spin up / spin down)   4.98 / 4.41 eV
E   -25519.639 eV

Element x y z (Å)
O -4.473 -2.014 -1.279
C -3.613 -1.938 -0.552
W 0.729 0.534 -0.261
O 1.937 -2.249 0.749
C 1.490 -1.197 0.428
C 3.326 2.703 -0.402
O 4.126 3.461 -0.232
C -1.115 0.875 -0.766
O -2.032 1.306 -1.469
C 1.598 0.375 -1.995
O 2.016 0.065 -3.056
H -0.574 -0.448 -0.377
C 2.808 0.111 4.775
C 2.007 0.767 3.730
C 1.043 1.800 3.812
C 0.664 2.153 2.539
N 1.158 1.174 1.689
N 2.009 0.375 2.469
C -0.245 3.164 2.018
H 3.846 0.109 4.498
H 2.651 0.775 5.630
H 2.484 -0.870 5.049
H 0.739 2.196 4.773
H 2.595 -0.366 2.034
H -0.641 3.792 2.851
H 0.246 3.860 1.334
H -1.089 2.739 1.460

***

Computed, not measured: 12 unconnected molecules or ions with the total composition C51H93Cl3O20 in a non-equilibrium geometry, with ωB97M-V/def2-TZVPD.

Results
Charge   0
HOMO   -9.49 eV
Multiplicity   1
SMILES   O=C1C=C(O)C(=O)C=C1O.O=C1C=C(O)C(=O)C=C1O.O=C1C=C(O)C(=O)C=C1O.ClC(Cl)Cl.CCOCC.CCOCC.CCOCC.CCOCC.CCOCC.CCOCC.CCOCC.CCOCC
Frontier orbital gap   7.69 eV
E   -132901.931 eV

Element x y z (Å)
C 3.440 5.969 -6.078
C 4.068 5.091 -6.908
C 3.448 3.856 -7.375
O 3.930 3.093 -8.182
C 2.096 3.584 -6.712
C 1.465 4.455 -5.902
C 2.101 5.750 -5.449
O 1.621 6.552 -4.632
O 0.317 4.067 -5.322
O 5.349 5.294 -7.370
H 3.953 6.879 -5.805
H 1.656 2.609 -6.865
H -0.074 4.607 -4.631
H 5.610 4.581 -7.957
C -2.510 1.360 6.581
C -1.370 0.884 7.130
C -1.175 0.615 8.611
O -0.137 0.157 9.092
C -2.395 1.069 9.326
C -3.517 1.521 8.800
C -3.730 1.595 7.288
O -4.789 1.846 6.726
O -4.657 1.854 9.504
O -0.296 0.499 6.375
H -2.526 1.586 5.525
H -2.353 1.075 10.405
H -5.270 2.402 9.008
H 0.329 -0.003 6.903
C 0.943 0.227 -2.246
C 1.215 1.185 -1.356
C 0.529 1.259 -0.019
O 0.721 2.110 0.829
C -0.267 0.054 0.241
C -0.513 -0.889 -0.697
C 0.000 -0.829 -2.142
O -0.292 -1.670 -2.998
O -1.233 -2.007 -0.403
O 2.133 2.186 -1.593
H 1.467 0.268 -3.189
H -0.599 -0.151 1.248
H -1.371 -2.504 -1.213
H 2.352 2.626 -0.769
C 1.801 5.805 5.516
Cl 3.434 5.601 6.097
Cl 1.537 7.365 4.565
Cl 0.628 5.831 6.865
H 1.554 4.935 4.908
C -5.868 -1.168 1.730
C -7.324 -1.701 1.708
O -7.745 -2.544 0.630
C -6.779 -3.517 0.237
C -7.520 -4.477 -0.743
H -5.848 -0.332 2.429
H -5.133 -1.898 2.068
H -5.552 -0.731 0.783
H -7.387 -2.329 2.597
H -8.080 -0.917 1.733
H -5.960 -3.019 -0.282
H -6.421 -4.084 1.097
H -8.437 -4.931 -0.368
H -6.895 -5.345 -0.956
H -7.748 -3.972 -1.682
C -1.791 6.589 -0.430
C -2.957 6.442 -1.478
O -2.974 5.140 -2.093
C -3.784 4.137 -1.449
C -3.867 2.810 -2.273
H -0.769 6.482 -0.792
H -1.808 7.616 -0.063
H -1.962 5.905 0.401
H -3.945 6.654 -1.068
H -2.831 7.302 -2.135
H -3.442 3.763 -0.484
H -4.805 4.466 -1.253
H -2.852 2.419 -2.335
H -4.242 2.963 -3.285
H -4.552 2.060 -1.880
C 5.645 2.652 1.920
C 6.408 3.916 1.635
O 5.592 4.664 0.750
C 5.961 6.030 0.441
C 4.893 6.786 -0.360
H 4.604 2.913 2.112
H 5.587 2.069 1.001
H 6.144 2.113 2.726
H 6.790 4.410 2.529
H 7.303 3.557 1.126
H 6.199 6.521 1.385
H 6.861 6.031 -0.174
H 4.826 6.323 -1.345
H 5.246 7.791 -0.590
H 3.917 6.863 0.119
C 8.377 2.696 -3.738
C 7.044 1.884 -3.773
O 7.452 0.724 -4.523
C 6.389 -0.082 -4.983
C 5.920 -1.078 -3.952
H 9.249 2.094 -3.483
H 8.559 3.120 -4.725
H 8.369 3.414 -2.919
H 6.802 1.662 -2.733
H 6.300 2.438 -4.345
H 5.564 0.571 -5.270
H 6.715 -0.655 -5.851
H 5.754 -0.655 -2.962
H 6.664 -1.873 -3.899
H 4.968 -1.513 -4.254
C -1.610 -7.161 -4.397
C -2.699 -6.434 -3.500
O -2.336 -6.338 -2.082
C -2.121 -7.598 -1.470
C -2.188 -7.376 -0.012
H -1.809 -7.060 -5.464
H -0.618 -6.733 -4.257
H -1.499 -8.209 -4.122
H -2.758 -5.444 -3.952
H -3.685 -6.897 -3.489
H -2.889 -8.303 -1.790
H -1.142 -8.034 -1.668
H -1.525 -6.551 0.248
H -2.014 -8.321 0.502
H -3.206 -7.075 0.238
C 4.331 -3.841 7.967
C 4.475 -2.427 7.503
O 3.669 -2.208 6.385
C 4.141 -2.815 5.125
C 3.394 -2.380 3.936
H 5.065 -3.995 8.758
H 3.312 -4.023 8.309
H 4.664 -4.563 7.222
H 4.093 -1.755 8.272
H 5.549 -2.242 7.486
H 5.174 -2.478 5.040
H 4.194 -3.902 5.189
H 3.450 -1.292 3.967
H 2.341 -2.591 4.120
H 3.754 -2.804 2.998
C -4.087 -0.482 -8.496
C -3.846 -0.795 -9.935
O -4.913 -0.243 -10.684
C -4.972 -0.760 -12.057
C -6.100 -0.095 -12.764
H -5.044 -0.821 -8.098
H -3.213 -0.779 -7.916
H -3.954 0.565 -8.225
H -2.870 -0.518 -10.333
H -4.025 -1.866 -10.025
H -4.042 -0.306 -12.398
H -4.964 -1.843 -12.182
H -6.177 -0.401 -13.807
H -6.014 0.991 -12.776
H -6.947 -0.336 -12.122
C -0.927 -5.075 5.995
C -0.438 -5.055 7.397
O -1.458 -4.972 8.388
C -1.021 -4.898 9.781
C -2.347 -4.925 10.590
H -1.935 -5.484 6.067
H -1.008 -4.089 5.537
H -0.231 -5.752 5.500
H 0.317 -5.814 7.605
H 0.127 -4.123 7.401
H -0.478 -5.822 9.981
H -0.446 -4.003 10.021
H -2.894 -3.985 10.512
H -2.111 -5.071 11.644
H -2.941 -5.814 10.380

***

Computed, not measured: a molecular structure, C34H37BInN10O6S3, with ωB97M-V/def2-TZVPD.

Results
Charge   -1
HOMO   -5.30 eV
Multiplicity   1
Relative energy (zero: lowest compared OMol25 entry of this formula, charge and spin)   13.8 kcal per mole
Frontier orbital gap   7.71 eV
E   -101407.678 eV

Element x y z (Å)
In -0.560 -0.102 0.110
N -2.634 -0.024 3.920
C -1.697 0.412 3.023
S -2.221 1.277 1.618
N -0.453 0.166 3.317
N 0.404 0.536 2.328
C 1.505 1.097 2.655
C 1.884 1.409 4.063
C 2.185 2.723 4.414
C 2.519 3.047 5.721
C 2.573 2.054 6.689
C 2.289 0.740 6.342
C 1.940 0.418 5.040
C 2.384 1.599 1.570
C 3.728 1.891 1.791
C 4.438 2.525 0.787
C 3.794 2.838 -0.401
C 2.475 2.438 -0.555
N 1.791 1.833 0.406
H -3.566 -0.088 3.546
H -2.337 -0.799 4.492
H 2.146 3.498 3.658
H 2.738 4.075 5.981
H 2.836 2.304 7.709
H 2.331 -0.039 7.092
H 1.703 -0.601 4.769
H 4.189 1.645 2.738
H 5.481 2.776 0.932
H 4.310 3.345 -1.205
H 1.939 2.602 -1.485
C -4.535 -0.712 0.275
C -3.839 -0.560 -1.038
C -4.395 -0.871 -2.286
C -3.429 -0.554 -3.214
C -3.484 -0.678 -4.700
N -2.365 -0.079 -2.543
N -2.609 -0.079 -1.204
B -1.140 0.636 -3.124
N -1.014 2.025 -2.459
N -0.745 2.131 -1.134
C -0.705 3.430 -0.853
C -0.477 3.979 0.519
C -0.929 4.175 -2.024
C -1.125 3.242 -3.020
C -1.419 3.454 -4.469
N 0.194 -0.117 -2.934
N 0.857 -0.180 -1.736
C 2.098 -0.596 -2.002
C 3.226 -0.730 -1.034
C 2.232 -0.817 -3.375
C 1.012 -0.505 -3.928
C 0.614 -0.552 -5.366
H -5.370 -1.400 0.146
H -4.910 0.253 0.620
H -3.871 -1.114 1.035
H -5.366 -1.299 -2.473
H -4.415 -1.170 -4.981
H -2.654 -1.273 -5.083
H -3.447 0.296 -5.190
H -1.316 0.784 -4.299
H -0.258 3.183 1.223
H -1.370 4.498 0.872
H 0.351 4.692 0.508
H -0.963 5.248 -2.124
H -1.494 4.522 -4.668
H -2.358 2.981 -4.758
H -0.634 3.039 -5.102
H 2.915 -0.612 -0.002
H 3.985 0.019 -1.265
H 3.672 -1.715 -1.135
H 3.107 -1.179 -3.889
H 1.430 -0.988 -5.942
H 0.404 0.442 -5.761
H -0.276 -1.162 -5.515
O 2.786 -3.107 1.535
S 1.628 -2.965 0.677
O 1.843 -3.261 -0.719
O 0.946 -1.676 0.950
C 0.489 -4.266 1.168
C 1.080 -5.388 1.736
C 0.338 -6.537 1.960
C -1.000 -6.578 1.607
C -1.603 -5.458 1.055
C -0.871 -4.298 0.842
S -1.774 -2.880 0.236
O -1.034 -2.324 -0.904
O -3.095 -3.378 -0.068
O -1.743 -1.896 1.338
H 2.129 -5.332 1.990
H 0.811 -7.406 2.402
H -1.579 -7.479 1.765
H -2.652 -5.452 0.796

***

Computed, not measured: a single C7H6O molecule in a non-equilibrium geometry, with ωB97M-V/def2-TZVPD.

Results
Charge   0
HOMO   -8.73 eV
Multiplicity   1
Relative energy (zero: lowest compared OMol25 entry of this formula, charge and spin)   78.8 kcal per mole
Frontier orbital gap   9.25 eV
E   -9398.803 eV

Element x y z (Å)
C 3.187 -0.177 -0.027
C 2.010 0.052 0.048
C 0.633 0.164 0.088
C -0.214 1.263 0.044
C -1.538 0.657 -0.090
C -1.479 -0.472 1.014
C -0.503 -0.927 -0.093
H 4.258 -0.388 -0.022
H 0.058 2.274 0.167
H -2.410 1.329 -0.194
H -2.438 -1.041 1.146
H -0.988 -0.370 1.976
H -0.130 -1.947 -0.276
O -1.365 -0.402 -1.087

***

Computed, not measured: a molecular structure, C16H44AgFeN6O10 in a non-equilibrium geometry, with ωB97M-V/def2-TZVPD.

Results
Charge   +2
HOMO (spin up / spin down)   -13.49 / -13.49 eV
Multiplicity   6
Relative energy (zero: lowest compared OMol25 entry of this formula, charge and spin)   87.2 kcal per mole
Frontier orbital gap (spin up / spin down)   5.74 / 3.49 eV
E   -85079.488 eV

Element x y z (Å)
Ag -1.247 4.012 -1.969
Fe -4.287 0.960 1.172
N -4.602 3.001 -1.338
O -5.703 3.375 -1.667
O -4.481 2.123 -0.301
O -3.517 3.325 -1.901
N -1.327 0.767 -0.117
O -2.371 0.636 0.728
O -1.305 1.823 -0.826
O -0.471 -0.186 -0.191
C 2.926 4.142 -0.528
C 1.466 4.471 -0.866
C 1.287 5.916 -1.257
O 0.061 6.137 -1.919
C -0.319 7.497 -1.956
N 1.062 3.655 -2.081
H 3.357 4.957 0.070
H 3.531 3.936 -1.396
H 2.902 3.307 0.169
H 0.756 4.234 -0.072
H 2.122 6.212 -1.918
H 1.417 6.549 -0.367
H 0.329 8.147 -2.541
H -0.314 7.897 -0.922
H -1.370 7.609 -2.214
H 1.279 2.668 -1.886
H 1.668 3.854 -2.875
C -0.806 -3.163 -2.804
C -2.320 -2.811 -2.846
C -3.248 -3.946 -2.483
O -3.215 -4.115 -1.111
C -4.044 -5.177 -0.598
N -2.455 -1.586 -2.118
H -0.511 -3.456 -1.794
H -0.107 -2.380 -3.107
H -0.625 -4.010 -3.462
H -2.542 -2.505 -3.897
H -2.911 -4.811 -3.068
H -4.245 -3.658 -2.873
H -3.989 -5.149 0.489
H -3.663 -6.166 -0.875
H -5.083 -5.028 -0.904
H -1.602 -0.989 -2.154
H -2.625 -1.766 -1.101
C 0.479 -0.738 3.542
C -0.890 -1.110 4.137
C -0.795 -1.418 5.595
O 0.133 -2.450 5.753
C 0.598 -2.512 7.074
N -1.923 -0.029 3.924
H 0.395 -0.481 2.488
H 1.092 -1.637 3.688
H 0.982 0.055 4.100
H -1.262 -2.001 3.621
H -1.783 -1.669 6.002
H -0.405 -0.540 6.139
H -0.195 -2.346 7.804
H 1.414 -1.792 7.222
H 1.043 -3.489 7.255
H -1.564 0.579 3.179
H -1.829 0.664 4.686
C 3.780 -0.128 0.106
C 3.401 -0.723 -1.235
C 3.240 -2.227 -1.172
O 3.077 -2.735 -2.462
C 3.427 -4.108 -2.541
N 2.213 0.009 -1.768
H 3.006 -0.323 0.845
H 4.002 0.925 -0.061
H 4.755 -0.488 0.445
H 4.173 -0.509 -1.981
H 2.457 -2.518 -0.443
H 4.148 -2.650 -0.708
H 3.133 -4.709 -1.664
H 4.517 -4.231 -2.561
H 2.930 -4.497 -3.425
H 2.019 -0.315 -2.714
H 1.373 -0.164 -1.195

***

- The highest E belongs to which entry?
  C7H6O